Below is an isolated molecule of CH2FNOS, with properties calculated with the ωB97M-V functional and the def2-TZVPD basis.

```
! RIJCOSX wB97M-V def2-TZVPD def2/J DEFGRID3
* xyz 0 1
C 0.119 0.204 -0.183
N -1.113 -0.478 -0.237
O 2.586 0.652 -0.023
F -2.172 0.227 0.338
S 1.660 -0.460 0.026
H -0.149 1.327 -0.102
H -0.931 -1.472 0.181
*
```

Summary:
* E_HOMO (spin up / spin down): -8.785 / -8.786 eV
* ΔE to the lowest compared entry with this formula, charge and spin: 95.3 kcal/mol
* E_LUMO (spin up / spin down): -0.5 / -0.5 eV
* orbital gap (spin up / spin down): 8.277 / 8.278 eV
* total energy: -18155.395 eV

These are the Löwdin partial charges, in e, on atoms 1 to 6:
1. C -0.39
2. N -0.10
3. O -0.61
4. F -0.07
5. S 0.87
6. H 0.13